(1)
{"formula": "C4H9NS", "method": "ωB97M-V/def2-TZVPD", "relative_energy_kcal_mol": 142.7, "fmax_ev_per_a": 5.855, "charge": 0, "homo_lumo_gap_ev": 9.01, "spin_multiplicity": 1, "species": ["C", "C", "C", "C", "H", "H", "H", "H", "H", "H", "H", "H", "H", "N", "S"], "coordinates": [[0.29, 0.67, 0.40], [1.48, -0.31, 0.15], [0.52, -1.13, -0.78], [-0.68, -0.52, 0.22], [-1.13, 1.83, -0.53], [0.10, 2.90, 0.29], [0.29, 1.27, 1.32], [2.36, -0.14, -0.55], [1.69, -1.31, 0.95], [0.56, -2.26, -0.99], [0.40, -0.51, -1.74], [-0.63, -1.08, 1.29], [-2.98, -1.06, 0.82], [0.00, 1.75, -0.64], [-2.24, -0.09, -0.22]], "nbo_charge": [-0.10, -0.44, -0.40, -0.46, 0.36, 0.30, 0.20, 0.23, 0.22, 0.22, 0.21, 0.24, 0.16, -0.78, 0.02]}

=====

(2)
{"formula": "CH5N2O", "method": "ωB97M-V/def2-TZVPD", "relative_energy_kcal_mol": 17.6, "fmax_ev_per_a": 1.421, "charge": -1, "homo_lumo_gap_ev": 8.29, "spin_multiplicity": 1, "species": ["O", "H", "N", "C", "N", "H", "H", "H", "H"], "coordinates": [[1.17, 0.59, -2.13], [0.46, 1.13, -2.51], [-0.03, -0.58, -0.28], [-0.08, -0.34, 1.02], [-1.12, -0.39, 1.83], [-0.90, -0.70, -0.79], [0.62, 0.10, -1.14], [0.89, -0.20, 1.52], [-1.02, 0.39, 2.48]], "nbo_charge": [-1.13, 0.42, -0.88, 0.31, -0.94, 0.34, 0.46, 0.10, 0.31]}

=====

(3)
{"formula": "C17H12F3N5O", "method": "ωB97M-V/def2-TZVPD", "fmax_ev_per_a": 3.975, "charge": 0, "homo_lumo_gap_ev": 8.33, "spin_multiplicity": 1, "species": ["C", "F", "F", "F", "N", "N", "N", "O", "C", "C", "C", "C", "C", "C", "C", "C", "C", "C", "C", "C", "N", "N", "C", "C", "C", "C", "H", "H", "H", "H", "H", "H", "H", "H", "H", "H", "H", "H"], "coordinates": [[1.98, -2.89, 1.77], [0.93, -0.35, -2.31], [-0.56, -5.69, -0.80], [1.03, -5.02, -2.09], [-3.50, -0.38, -1.77], [1.99, 4.34, 1.31], [1.26, -2.82, 0.80], [-3.32, -1.76, -2.03], [-2.60, 0.01, -0.86], [1.42, 3.29, 1.90], [-2.17, -2.14, -1.44], [-0.14, -3.41, -1.02], [0.31, -2.44, -0.16], [-1.70, -1.08, -0.73], [1.71, 1.71, -1.29], [0.52, 0.97, 1.03], [1.00, 0.48, -1.25], [1.18, 2.20, 0.94], [1.69, 2.62, -0.22], [0.38, 0.08, -0.04], [-1.35, -3.15, -1.78], [2.26, 3.88, 0.06], [-2.45, 1.39, -0.41], [0.99, 3.33, 3.41], [0.45, -4.81, -0.87], [-0.49, -1.16, 0.11], [2.18, 2.02, -2.21], [0.07, 0.58, 1.99], [-1.31, -3.43, -2.75], [2.50, 4.42, -0.77], [-3.34, 2.03, -0.60], [-1.53, 1.73, -0.87], [-2.36, 1.52, 0.63], [1.89, 2.91, 3.92], [0.10, 2.63, 3.50], [0.71, 4.44, 3.72], [1.11, -4.97, -0.02], [-0.82, -1.10, 1.19]], "nbo_charge": [0.35, -0.32, -0.33, -0.34, -0.13, -0.22, -0.58, -0.29, 0.19, 0.20, 0.50, 0.14, 0.14, -0.22, -0.32, -0.14, 0.48, -0.17, 0.14, -0.13, -0.60, -0.38, -0.66, -0.66, 0.54, -0.26, 0.23, 0.22, 0.42, 0.40, 0.25, 0.24, 0.23, 0.23, 0.22, 0.24, 0.18, 0.23]}

=====

(4)
{"formula": "C48H52CrN5O2P2SSe4", "method": "ωB97M-V/def2-TZVPD", "relative_energy_kcal_mol": 9.6, "fmax_ev_per_a": 0.267, "charge": 1, "homo_lumo_gap_ev": [7.47, 7.35], "spin_multiplicity": 5, "species": ["Cr", "C", "Se", "C", "C", "Se", "C", "H", "H", "H", "H", "H", "H", "H", "H", "H", "H", "Se", "P", "C", "C", "C", "C", "C", "C", "C", "C", "C", "C", "C", "C", "C", "C", "N", "N", "N", "P", "Se", "C", "C", "C", "C", "C", "C", "C", "C", "C", "C", "C", "C", "H", "H", "H", "H", "H", "H", "H", "H", "H", "H", "H", "H", "H", "H", "H", "H", "H", "H", "H", "H", "C", "N", "C", "C", "C", "N", "C", "C", "O", "H", "H", "H", "H", "H", "H", "H", "H", "H", "H", "H", "H", "O", "S", "C", "C", "C", "C", "C", "C", "C", "C", "C", "C", "C", "C", "H", "H", "H", "H", "H", "H", "H", "H", "H", "H"], "coordinates": [[-0.54, -2.01, -0.31], [-0.68, -5.80, 0.77], [-1.73, -4.20, 0.46], [-2.62, -4.79, -1.19], [-1.88, -4.41, -2.46], [-1.86, -2.47, -2.63], [-0.54, -2.30, -4.03], [-1.30, -6.51, 1.31], [0.19, -5.53, 1.37], [-0.35, -6.23, -0.17], [-3.62, -4.35, -1.16], [-2.73, -5.87, -1.10], [-2.39, -4.84, -3.33], [-0.85, -4.76, -2.44], [-0.92, -2.76, -4.94], [0.39, -2.76, -3.71], [-0.41, -1.23, -4.17], [-0.39, 4.93, -2.47], [0.51, 3.88, -0.90], [2.32, 3.99, -0.92], [3.09, 2.89, -1.27], [4.47, 3.03, -1.41], [5.07, 4.25, -1.19], [4.30, 5.36, -0.85], [2.92, 5.23, -0.73], [-0.09, 4.49, 0.71], [0.73, 5.00, 1.70], [0.18, 5.54, 2.86], [-1.19, 5.58, 3.02], [-2.02, 5.10, 2.01], [-1.47, 4.56, 0.86], [0.17, 2.09, -0.92], [0.32, 0.97, -0.08], [-0.14, -0.08, -0.80], [-0.53, 0.35, -1.99], [-0.35, 1.64, -2.08], [1.00, 0.53, 1.52], [0.59, -1.55, 1.97], [2.77, 0.85, 1.52], [3.25, 2.10, 1.89], [4.61, 2.36, 1.88], [5.50, 1.37, 1.47], [5.02, 0.12, 1.09], [3.66, -0.15, 1.12], [0.25, 1.52, 2.83], [-1.09, 1.86, 2.71], [-1.75, 2.42, 3.79], [-1.07, 2.64, 4.99], [0.27, 2.29, 5.10], [0.94, 1.73, 4.02], [2.62, 1.94, -1.44], [5.07, 2.17, -1.69], [6.14, 4.36, -1.30], [4.77, 6.32, -0.70], [2.32, 6.10, -0.51], [1.81, 5.02, 1.57], [0.83, 5.94, 3.63], [-1.62, 6.01, 3.92], [-3.10, 5.15, 2.12], [-2.12, 4.21, 0.06], [2.56, 2.87, 2.22], [4.98, 3.34, 2.17], [6.56, 1.57, 1.46], [5.72, -0.65, 0.79], [3.28, -1.12, 0.86], [-1.63, 1.67, 1.79], [-2.79, 2.70, 3.70], [-1.58, 3.08, 5.83], [0.80, 2.46, 6.03], [1.97, 1.44, 4.12], [2.75, -0.70, -2.28], [3.20, -2.07, -2.41], [4.58, -2.26, -2.83], [4.75, -3.63, -3.46], [4.29, -4.67, -2.47], [2.96, -4.35, -1.97], [2.25, -5.43, -1.33], [2.45, -3.08, -1.91], [1.31, -2.87, -1.43], [2.98, -0.15, -3.20], [3.27, -0.20, -1.44], [1.68, -0.67, -2.10], [5.26, -2.13, -1.99], [4.81, -1.48, -3.55], [5.80, -3.80, -3.72], [4.16, -3.69, -4.37], [4.99, -4.74, -1.63], [4.24, -5.66, -2.93], [2.04, -6.23, -2.04], [1.32, -5.05, -0.92], [2.85, -5.85, -0.51], [-2.55, -1.05, 0.39], [-3.62, -0.35, -0.41], [-4.90, -1.58, -0.61], [-5.53, -1.67, -1.84], [-6.50, -2.65, -2.03], [-6.82, -3.51, -1.00], [-6.18, -3.42, 0.23], [-5.21, -2.45, 0.43], [-4.41, 0.75, 0.75], [-4.34, 0.49, 2.11], [-4.98, 1.36, 2.98], [-5.66, 2.47, 2.49], [-5.70, 2.73, 1.13], [-5.07, 1.86, 0.24], [-5.25, -1.00, -2.65], [-7.00, -2.73, -2.99], [-7.58, -4.27, -1.15], [-6.43, -4.10, 1.03], [-4.68, -2.37, 1.37], [-3.78, -0.36, 2.47], [-4.94, 1.18, 4.05], [-6.16, 3.14, 3.18], [-6.21, 3.60, 0.75], [-5.07, 2.06, -0.82]], "lowdin_spin": [3.81, 0.01, 0.00, 0.00, 0.00, 0.01, 0.00, 0.00, 0.00, 0.00, 0.00, 0.00, 0.00, 0.00, 0.00, 0.00, 0.00, 0.00, 0.00, 0.00, 0.00, 0.00, 0.00, 0.00, 0.00, 0.00, 0.00, 0.00, 0.00, 0.00, 0.00, 0.00, 0.01, -0.01, 0.01, 0.00, 0.01, 0.01, 0.00, 0.00, 0.00, 0.00, 0.00, 0.00, 0.00, 0.00, 0.00, 0.00, 0.00, 0.00, 0.00, 0.00, 0.00, 0.00, 0.00, 0.00, 0.00, 0.00, 0.00, 0.00, 0.00, 0.00, 0.00, 0.00, 0.00, 0.00, 0.00, 0.00, 0.00, 0.00, 0.00, 0.00, 0.00, 0.00, 0.00, 0.00, 0.00, 0.01, 0.05, 0.00, 0.00, 0.00, 0.00, 0.00, 0.00, 0.00, 0.00, 0.00, 0.00, 0.00, 0.00, 0.04, 0.01, 0.00, 0.00, 0.00, 0.00, 0.00, 0.00, 0.00, 0.00, 0.00, 0.00, 0.00, 0.00, 0.00, 0.00, 0.00, 0.00, 0.00, 0.00, 0.00, 0.00, 0.00, 0.00]}

=====

(5)
{"formula": "C10H21Cl19HgO", "method": "ωB97M-V/def2-TZVPD", "relative_energy_kcal_mol": 0.0, "fmax_ev_per_a": 1.997, "charge": 0, "homo_lumo_gap_ev": 7.56, "spin_multiplicity": 1, "species": ["Hg", "C", "O", "H", "H", "H", "Cl", "C", "Cl", "Cl", "H", "H", "C", "Cl", "Cl", "H", "H", "C", "Cl", "Cl", "H", "H", "C", "Cl", "Cl", "H", "H", "C", "Cl", "Cl", "H", "H", "C", "Cl", "Cl", "H", "H", "C", "Cl", "Cl", "H", "H", "C", "Cl", "Cl", "H", "H", "C", "Cl", "Cl", "H", "H"], "coordinates": [[0.49, 1.05, 0.42], [2.86, 2.92, 2.06], [1.56, 2.45, 1.82], [3.14, 2.67, 3.08], [3.57, 2.45, 1.37], [2.90, 4.01, 1.96], [-1.01, -0.80, -0.58], [-0.14, 4.28, -3.00], [-0.54, 3.00, -1.80], [1.55, 4.00, -3.53], [-0.77, 4.03, -3.85], [-0.27, 5.29, -2.60], [-4.67, -1.22, 0.61], [-4.24, 0.16, 1.69], [-6.29, -0.90, -0.15], [-3.97, -1.14, -0.22], [-4.54, -2.20, 1.06], [-3.24, 3.70, 1.80], [-3.76, 3.36, 3.44], [-1.88, 2.65, 1.27], [-4.01, 3.59, 1.04], [-2.88, 4.73, 1.70], [-0.30, -1.48, 3.72], [-1.57, -2.52, 3.13], [-0.50, 0.15, 3.04], [-0.36, -1.40, 4.81], [0.68, -1.87, 3.44], [1.66, -3.13, -2.56], [3.21, -3.02, -1.77], [1.50, -1.95, -3.87], [1.51, -4.13, -2.97], [0.84, -2.92, -1.88], [-3.27, -0.30, -3.30], [-3.63, 0.72, -4.71], [-4.42, -1.62, -3.21], [-2.24, -0.65, -3.29], [-3.52, 0.38, -2.48], [-0.44, -4.47, 0.55], [0.06, -5.58, -0.72], [0.98, -4.06, 1.51], [-0.91, -3.60, 0.09], [-1.15, -4.97, 1.21], [3.77, -1.26, 2.12], [3.64, -2.65, 3.18], [2.24, -0.90, 1.28], [4.09, -0.39, 2.71], [4.59, -1.54, 1.46], [3.94, 0.98, -1.98], [2.32, 1.36, -1.40], [5.15, 1.07, -0.66], [4.04, -0.04, -2.34], [4.23, 1.73, -2.72]], "nbo_charge": [1.35, -0.23, -0.93, 0.15, 0.15, 0.16, -0.71, -0.36, -0.05, -0.03, 0.23, 0.23, -0.37, -0.04, -0.05, 0.22, 0.22, -0.38, 0.01, -0.07, 0.23, 0.22, -0.40, -0.02, -0.02, 0.23, 0.23, -0.41, -0.01, -0.04, 0.23, 0.23, -0.40, -0.05, -0.02, 0.24, 0.22, -0.41, -0.03, -0.03, 0.24, 0.23, -0.40, -0.01, -0.05, 0.23, 0.23, -0.38, -0.05, -0.04, 0.24, 0.23]}

=====

(6)
{"formula": "C60H42N4OP2RhSSe", "method": "ωB97M-V/def2-TZVPD", "fmax_ev_per_a": 0.861, "charge": 3, "homo_lumo_gap_ev": 6.41, "spin_multiplicity": 1, "species": ["Rh", "O", "S", "C", "C", "C", "C", "C", "C", "C", "C", "C", "C", "P", "C", "C", "C", "C", "C", "C", "C", "C", "C", "C", "C", "C", "C", "C", "C", "C", "C", "C", "C", "C", "C", "C", "C", "C", "P", "C", "C", "C", "C", "C", "C", "C", "C", "C", "C", "C", "C", "C", "C", "H", "H", "H", "H", "H", "H", "H", "H", "H", "H", "H", "H", "H", "H", "H", "H", "H", "H", "H", "H", "H", "H", "H", "H", "H", "H", "H", "H", "H", "H", "H", "H", "H", "H", "H", "H", "Se", "N", "C", "C", "C", "C", "C", "N", "C", "C", "N", "C", "C", "C", "C", "C", "N", "H", "H", "H", "H", "H", "H"], "coordinates": [[0.19, -0.28, -0.36], [0.39, 1.88, 1.21], [-0.04, 0.55, 1.71], [-1.57, 0.63, 2.56], [-1.63, 0.38, 3.92], [-2.76, 0.70, 4.70], [-3.80, 1.34, 4.08], [-5.07, 1.94, 4.63], [-5.84, 2.45, 3.40], [-4.92, 2.20, 2.23], [-5.03, 2.49, 0.90], [-4.04, 2.00, 0.04], [-2.91, 1.30, 0.46], [-1.99, 0.48, -0.87], [-3.19, -0.43, -1.88], [-4.03, 0.26, -2.76], [-4.98, -0.44, -3.49], [-5.11, -1.81, -3.36], [-4.26, -2.50, -2.50], [-3.31, -1.81, -1.76], [-1.37, 1.85, -1.91], [-1.37, 1.80, -3.31], [-0.82, 2.83, -4.04], [-0.28, 3.94, -3.40], [-0.29, 4.01, -2.01], [-0.83, 2.97, -1.27], [-2.71, 1.14, 1.85], [-3.76, 1.54, 2.69], [1.06, -0.17, 2.87], [1.49, 0.70, 3.86], [2.41, 0.32, 4.84], [2.90, -0.96, 4.79], [3.86, -1.68, 5.70], [4.05, -3.08, 5.07], [3.14, -3.08, 3.87], [2.86, -4.05, 2.95], [1.98, -3.73, 1.91], [1.36, -2.50, 1.75], [0.18, -2.41, 0.37], [-1.33, -3.11, 1.06], [-2.36, -2.31, 1.54], [-3.43, -2.87, 2.21], [-3.49, -4.24, 2.41], [-2.46, -5.05, 1.92], [-1.39, -4.49, 1.26], [0.77, -3.53, -0.91], [-0.15, -4.23, -1.69], [0.29, -5.06, -2.71], [1.65, -5.19, -2.96], [2.57, -4.49, -2.19], [2.14, -3.66, -1.17], [1.58, -1.49, 2.73], [2.50, -1.83, 3.75], [-0.78, -0.06, 4.42], [-2.75, 0.48, 5.76], [-4.81, 2.76, 5.31], [-5.63, 1.21, 5.22], [-6.11, 3.50, 3.48], [-6.78, 1.90, 3.25], [-5.87, 3.03, 0.49], [-4.18, 2.17, -1.02], [-3.94, 1.32, -2.90], [-5.63, 0.10, -4.18], [-5.85, -2.35, -3.93], [-4.35, -3.57, -2.39], [-2.66, -2.36, -1.10], [-1.82, 0.97, -3.83], [-0.85, 2.79, -5.12], [0.14, 4.75, -3.98], [0.11, 4.88, -1.51], [-0.86, 3.05, -0.19], [1.09, 1.71, 3.87], [2.71, 1.02, 5.61], [3.45, -1.73, 6.71], [4.80, -1.13, 5.79], [3.79, -3.88, 5.76], [5.08, -3.25, 4.76], [3.30, -5.04, 2.99], [1.78, -4.52, 1.19], [-2.36, -1.24, 1.36], [-4.23, -2.23, 2.58], [-4.32, -4.69, 2.93], [-2.50, -6.12, 2.06], [-0.60, -5.14, 0.89], [-1.21, -4.15, -1.49], [-0.43, -5.61, -3.30], [1.99, -5.85, -3.75], [3.63, -4.60, -2.38], [2.87, -3.14, -0.56], [6.16, -1.01, -5.17], [4.41, -1.25, -5.36], [3.86, -0.98, -4.20], [2.43, -1.05, -3.96], [1.53, -1.45, -4.94], [0.20, -1.56, -4.60], [-0.20, -1.22, -3.32], [0.64, -0.80, -2.38], [1.96, -0.75, -2.68], [2.87, -0.38, -1.60], [2.33, -0.13, -0.37], [3.15, 0.33, 0.57], [4.52, 0.48, 0.40], [5.08, 0.15, -0.81], [4.24, -0.27, -1.84], [4.75, -0.59, -3.16], [6.02, -0.55, -3.47], [1.89, -1.68, -5.93], [-0.54, -1.89, -5.32], [-1.24, -1.31, -3.04], [2.71, 0.62, 1.51], [5.12, 0.86, 1.22], [6.15, 0.24, -0.99]], "lowdin_charge": [0.66, -0.39, 0.86, -0.31, -0.02, 0.03, -0.11, -0.07, -0.07, -0.11, 0.03, -0.03, -0.27, 1.05, -0.35, -0.09, -0.03, -0.03, -0.05, -0.10, -0.34, -0.10, -0.04, -0.03, -0.04, -0.08, -0.16, -0.07, -0.36, -0.06, 0.03, -0.11, -0.07, -0.07, -0.12, 0.03, -0.05, -0.26, 1.04, -0.34, -0.11, -0.04, -0.03, -0.03, -0.07, -0.36, -0.09, -0.04, -0.03, -0.04, -0.10, -0.13, -0.06, 0.11, 0.13, 0.14, 0.14, 0.14, 0.14, 0.13, 0.10, 0.10, 0.12, 0.12, 0.12, 0.07, 0.10, 0.12, 0.12, 0.12, 0.09, 0.14, 0.14, 0.14, 0.14, 0.14, 0.14, 0.13, 0.11, 0.05, 0.12, 0.12, 0.12, 0.11, 0.10, 0.12, 0.12, 0.12, 0.11, 1.25, -0.20, -0.34, -0.06, 0.06, 0.01, -0.11, 0.01, -0.14, -0.13, 0.03, -0.08, 0.01, 0.06, -0.06, -0.34, -0.20, 0.14, 0.13, 0.09, 0.09, 0.13, 0.14]}